Entry 1:
The following is a DFT calculation (the ωB97M-V functional and the def2-TZVPD basis) of 2 unconnected molecules or ions with the total composition C3H7NO in a non-equilibrium geometry.

Geometry as XYZ:
```
12
C3H7NO (the ωB97M-V functional and the def2-TZVPD basis)
C -2.81221 0.40252 0.74880
C -2.13277 0.15604 1.85663
H -2.86429 -0.35941 -0.02081
H -3.11801 1.40074 0.46791
H -1.53147 -0.73981 1.93414
H -1.92712 0.90872 2.60476
C 1.84704 -0.30840 -0.89742
N 3.09896 -0.22530 -1.44319
O 1.14020 0.64129 -0.67576
H 1.47300 -1.34186 -0.79294
H 3.32775 0.56216 -2.02856
H 3.49891 -1.09669 -1.75356
```

Results
relative energy (zero: lowest compared OMol25 entry of this formula, charge and spin): 1.6375 eV
maximum force: 1.01 eV Å⁻¹
structure (SMILES): NC=O.C=C
net charge: 0
frontier orbital gap: 10.7290 eV

=====

Entry 2:
The following is a DFT calculation (the ωB97M-V functional and the def2-TZVPD basis) of a molecular structure, C10H15Br13NO2 in a non-equilibrium geometry.

Geometry as XYZ:
```
41
C10H15Br13NO2 (the ωB97M-V functional and the def2-TZVPD basis)
O -0.68091 1.62550 -3.33259
C -0.33007 1.53699 -2.12326
Br 0.91098 0.06673 -1.60810
C -0.93507 2.64922 -1.12973
C -0.51655 2.51848 0.41830
C 1.03750 2.82680 0.71399
N 1.46627 2.41963 2.12280
C 0.31797 2.27887 3.08164
C -0.98265 1.54639 2.45937
O -0.82440 1.22736 1.02829
H -2.08574 2.51555 -1.15679
H -0.75932 3.72808 -1.50985
H -1.11491 3.33773 0.98155
H 1.76119 2.37869 -0.05379
H 1.15831 3.97498 0.61987
H 2.08707 3.18796 2.45964
H 2.04382 1.55021 2.11823
H 0.67022 1.73320 4.03689
H -0.01972 3.35406 3.34595
H -1.92850 2.18900 2.61509
H -1.17008 0.57884 3.06637
C 1.83874 -3.36539 -3.74537
Br -0.08834 -3.56881 -3.82994
Br 2.52914 -3.76220 -1.97548
Br 2.73689 -4.40127 -5.11630
H 2.05705 -2.31722 -3.94414
C 0.79726 -2.52725 1.73615
Br 0.26937 -0.78507 1.07034
Br 2.15456 -2.38687 3.11701
Br -0.73610 -3.55469 2.32544
H 1.24503 -3.07126 0.90448
C -3.39458 -2.00516 5.73921
Br -4.49915 -2.42273 4.20110
Br -2.59725 -3.59611 6.50799
Br -2.05999 -0.65466 5.32620
H -4.05106 -1.57949 6.49677
C 0.85435 -1.47004 -7.42583
Br -0.07254 -3.17024 -7.30822
Br 0.11007 -0.33632 -8.81185
Br 0.91815 -0.56207 -5.71125
H 1.88300 -1.68743 -7.71019
```

Results
maximum force: 6.00 eV Å⁻¹
net charge: +1
frontier orbital gap: 8.1423 eV

=====

Entry 3:
The following is a DFT calculation (the ωB97M-V functional and the def2-TZVPD basis) of a molecular structure, C25H46N2O5RuSi4Te in a non-equilibrium geometry.

Geometry as XYZ:
```
84
C25H46N2O5RuSi4Te (the ωB97M-V functional and the def2-TZVPD basis)
Ru -0.54999 2.49987 0.82427
C 0.95661 2.75280 4.90276
C 0.98336 2.78756 3.38716
O -0.13246 3.04523 2.82839
C 2.18929 2.57028 2.76625
C 2.44356 2.54538 1.37635
C 3.86625 2.40305 0.90787
N 1.50610 2.60185 0.47951
N 1.88931 2.56799 -0.84007
C 0.94547 2.22131 -1.64922
O -0.22917 1.82634 -1.32267
C 1.29048 2.24809 -3.10451
C 0.26607 2.20741 -4.04385
C 0.55013 2.27653 -5.40074
C 1.86518 2.37353 -5.83214
C 2.89378 2.39927 -4.89740
C 2.60956 2.33542 -3.54263
H -0.07702 2.75260 5.24216
H 1.45788 3.63213 5.31212
H 1.46200 1.86204 5.27544
H 3.04482 2.43526 3.41495
H 4.55330 2.39885 1.75180
H 4.10876 3.22175 0.23058
H 3.97552 1.47836 0.33918
H -0.75478 2.12845 -3.69569
H -0.25459 2.26568 -6.12562
H 2.08847 2.44287 -6.88982
H 3.92201 2.47860 -5.22986
H 3.39988 2.35536 -2.80468
C -3.36853 4.37157 0.98597
C -2.98195 4.02292 -0.44453
C -4.11953 4.29045 -1.41209
O -2.64629 2.62563 -0.45628
C -1.71537 4.85302 -0.78296
O -1.85221 5.90180 -1.39770
O -0.61339 4.35404 -0.35019
H -4.27946 3.84476 1.27844
H -3.52752 5.44637 1.07514
H -2.56551 4.08220 1.66727
H -5.06159 3.91004 -1.01197
H -3.92165 3.79763 -2.36601
H -4.19785 5.36073 -1.59008
H -2.08687 2.44293 -1.23235
C 0.72692 -1.93931 -2.69058
Si 1.25717 -2.78832 -1.10159
C 3.00887 -2.23255 -0.70469
C 1.31502 -4.65165 -1.42335
Si -0.21841 -2.37001 0.67124
Te -0.28166 0.04458 1.24496
Si 0.56447 -3.33818 2.65718
C 2.28530 -2.69476 3.05764
C 0.65968 -5.22117 2.57578
C -0.59135 -2.88783 4.07101
Si -2.37828 -3.08629 0.10455
C -2.89261 -2.37014 -1.55664
C -3.59139 -2.50095 1.41511
C -2.50710 -4.96861 -0.00642
H 1.47722 -2.05347 -3.47687
H 0.57969 -0.86854 -2.51787
H -0.21727 -2.34446 -3.06097
H 3.66528 -2.32744 -1.57321
H 3.43667 -2.81987 0.11105
H 3.00832 -1.18431 -0.39265
H 2.01503 -4.89550 -2.22689
H 0.33089 -5.03301 -1.70769
H 1.62776 -5.19454 -0.52767
H 3.03119 -3.12300 2.38419
H 2.58043 -2.92805 4.08377
H 2.31273 -1.60865 2.93260
H 1.36313 -5.55053 1.80746
H -0.31310 -5.65804 2.33791
H 0.98990 -5.63060 3.53377
H -0.77989 -1.81126 4.06067
H -0.17587 -3.15411 5.04617
H -1.55586 -3.39064 3.96158
H -2.63506 -1.30820 -1.60199
H -3.96758 -2.46356 -1.72838
H -2.37358 -2.86950 -2.37813
H -3.44792 -1.43208 1.59239
H -3.41752 -3.01450 2.36436
H -4.63209 -2.66340 1.12380
H -1.83495 -5.36553 -0.77119
H -3.52352 -5.28421 -0.25572
H -2.23274 -5.43575 0.94279
```

Results
relative energy (zero: lowest compared OMol25 entry of this formula, charge and spin): 2.3970 eV
maximum force: 5.22 eV Å⁻¹
net charge: -1
multiplicity: 2
frontier orbital gap (spin up / spin down): 6.5195 / 5.8908 eV

=====

Entry 4:
The following is a DFT calculation (the ωB97M-V functional and the def2-TZVPD basis) of H2N2O3S in the gas phase in a non-equilibrium geometry.

Geometry as XYZ:
```
8
H2N2O3S (the ωB97M-V functional and the def2-TZVPD basis)
N -0.01207 -0.35195 -0.56438
N 2.41961 0.59324 -0.08609
O 1.46449 1.78897 0.16443
O 3.58506 0.71760 0.14782
O 1.56366 -1.85459 0.61450
S 1.52248 -1.05821 -0.60152
H -0.11457 0.03433 0.35414
H -0.54117 0.12538 -1.23383
```

Results
relative energy (zero: lowest compared OMol25 entry of this formula, charge and spin): 3.4783 eV
maximum force: 7.24 eV Å⁻¹
net charge: 0
frontier orbital gap (spin up / spin down): 9.1978 / 9.1967 eV

=====

Entry 5:
The following is a DFT calculation (the ωB97M-V functional and the def2-TZVPD basis) of C4H7N3S in the gas phase in a non-equilibrium geometry.

Geometry as XYZ:
```
15
C4H7N3S (the ωB97M-V functional and the def2-TZVPD basis)
C 0.54921 -1.81321 -0.02109
C 0.86769 -0.62312 -0.46932
C -1.34977 0.14610 1.04463
C 0.64787 1.71914 -0.99746
H 1.41454 -2.57149 0.03519
H -0.43177 -2.32847 0.17320
H 1.94432 -0.53714 -0.52366
H -1.85151 -0.40485 -0.89710
H -2.34054 -0.43165 1.30383
H 0.20406 1.09473 1.55584
H -0.13920 2.40666 -0.76869
N 0.03905 0.48938 -0.84023
N -1.24483 0.37333 -0.40852
N -0.58950 0.45841 2.08335
S 2.28038 2.02220 -1.26996
```

Results
relative energy (zero: lowest compared OMol25 entry of this formula, charge and spin): 4.4011 eV
maximum force: 6.06 eV Å⁻¹
structure (SMILES): [H]/N=C\NN(C=C)C=S
net charge: 0
frontier orbital gap: 8.7816 eV